Record 1
Entry from OMol25: a 2-piece molecular cluster, C5H9P overall in a non-equilibrium geometry (the ωB97M-V functional and the def2-TZVPD basis).

```
! wB97M-V def2-TZVPD RIJCOSX def2/J DEFGRID3
* xyz 0 1
P 1.8720 -0.7568 0.0269
C -0.9042 0.9343 0.3421
C -0.9280 0.4644 1.6096
C -0.5468 -0.4651 0.5136
C 1.8976 1.1383 -0.6175
C -1.4184 -1.6321 -0.0534
H 1.3833 -1.0790 -1.2770
H -2.2417 -1.8523 0.7135
H 1.3044 1.2395 -1.6315
H -1.8532 -1.2220 -0.9484
H -0.7405 -2.5383 -0.2033
H 1.3924 1.8209 0.0765
H 2.9238 1.3887 -0.8920
H -0.6987 1.8208 -0.1763
H -1.4418 0.7386 2.5170
*
```

Output
- ΔE to the lowest compared entry with this formula, charge and spin: 95.5 kcal per mole
- Gap between HOMO and LUMO: 8.46 eV

---

Record 2
Entry from OMol25: a 4-piece molecular cluster, C4H16O4 overall in a non-equilibrium geometry (the ωB97M-V functional and the def2-TZVPD basis).

```
! wB97M-V def2-TZVPD RIJCOSX def2/J DEFGRID3
* xyz 0 1
O 0.5672 4.1117 0.4091
O -2.1559 0.5355 0.9116
O 0.4918 1.2307 0.0956
O 0.7382 -4.1073 -0.2004
C 1.4195 0.4079 -0.5748
C -2.3113 -0.8729 0.7260
C 1.8778 -3.8596 -0.9802
C -0.8218 4.1629 0.1822
H 1.7410 -3.1197 -1.7699
H -1.1816 5.1827 0.3508
H 1.4538 0.5394 -1.6625
H 2.2527 -4.7524 -1.4905
H -3.3271 -1.1828 0.9764
H 0.7911 3.1664 0.4126
H -1.3634 3.5702 0.9342
H -2.1581 0.7236 1.8541
H -1.5633 -1.4248 1.2971
H -1.1967 3.8682 -0.8025
H 2.3968 0.7074 -0.1990
H -2.1569 -1.0921 -0.3293
H 0.9967 -4.5920 0.5842
H 1.2327 -0.6540 -0.3979
H 2.6933 -3.4406 -0.3782
H -0.4165 0.8917 0.0511
*
```

Output
- ΔE to the lowest compared entry with this formula, charge and spin: 51.0 kcal per mole
- Gap between HOMO and LUMO: 10.22 eV
- SMILES: CO.CO.CO.CO

---

Record 3
Entry from OMol25: a 2-piece molecular cluster, C4H6NO2 overall in a non-equilibrium geometry (the ωB97M-V functional and the def2-TZVPD basis).

```
! wB97M-V def2-TZVPD RIJCOSX def2/J DEFGRID3
* xyz -1 3
O -3.2205 -1.0514 -0.2211
O -2.8218 1.1708 0.7999
N -1.6588 -0.6354 -0.2559
C 1.0896 -0.9697 0.5435
C -2.5810 0.0991 0.2396
C 1.4057 1.1604 -0.9988
C 0.8759 0.4439 0.0058
H 2.1623 -1.2522 0.3095
H 0.2060 0.8579 0.7746
H 1.1582 2.1752 -1.1450
H 1.0973 -0.9655 1.6076
H 0.2400 -1.7077 0.2440
H 2.0470 0.6747 -1.9038
*
```

Output
- ΔE to the lowest compared entry with this formula, charge and spin: 40.7 kcal per mole
- Gap between HOMO and LUMO (spin up / spin down): 4.75 / 9.00 eV
- <S²>: 2.02

---

Record 4
Entry from OMol25: a 4-piece molecular cluster, C31H67BClN3O13PS3 overall in a non-equilibrium geometry (the ωB97M-V functional and the def2-TZVPD basis).

```
! wB97M-V def2-TZVPD RIJCOSX def2/J DEFGRID3
* xyz 1 1
Cl 4.6354 0.9845 1.3733
S -11.7070 -0.1389 -2.6094
S -5.1843 0.9078 -4.9051
S 0.3631 4.3626 6.6401
P 6.3786 -1.6257 1.6210
O -5.6280 0.2695 -6.1163
O 1.6664 4.1180 7.1998
O -6.2987 0.6867 -3.7554
O 6.2940 -2.3988 3.1706
O -0.7502 4.1250 7.7871
O -12.9731 -0.8213 -2.5619
O 4.9044 -4.1730 0.4982
O -0.0753 3.7261 5.4225
O 5.6758 5.5786 2.9785
O -10.5284 -0.6754 -1.9788
O -11.9131 1.3863 -2.1139
O -0.7272 -2.3998 0.0874
O -3.8826 0.6510 -4.3443
N -0.1247 -1.4410 -2.1797
N 3.8167 -0.4382 0.8146
N 7.4670 -2.6085 0.6340
C -5.7101 -1.3803 -2.6098
C -1.1636 2.7891 8.0711
C 2.6270 -3.0843 -0.2030
C 4.6057 -1.6716 0.8886
C -6.7246 -0.6446 -3.4653
C 3.9616 -3.7459 -4.0589
C 1.6717 0.9841 0.2681
C 5.4453 -3.7323 -4.6683
C 3.9199 3.7078 3.1474
C 0.1416 6.1109 6.4777
C 6.8444 4.7344 2.8950
C -0.1443 2.0578 8.9247
C 2.4493 -0.4032 0.3091
C 2.3092 3.7976 3.1033
C -5.3879 2.6576 -5.0756
C 7.3523 -4.3089 -2.2284
C 1.4250 1.6407 1.7352
C 1.8200 -1.7463 -0.2137
C -12.5300 1.6145 -0.8477
C 4.0628 -3.0300 0.3948
C -11.5601 1.3852 0.2963
C 4.6384 4.9977 3.7940
C -11.3228 0.2270 -4.2981
C 6.7522 -2.8422 -2.4926
C 2.0941 -4.4819 -0.7506
C 1.7947 3.2287 1.6910
C -0.6457 -2.6202 -2.9772
C -1.3711 -0.5821 -1.9608
C 3.7325 -4.8458 -2.8878
C 6.3378 -2.5530 -4.0135
C 2.2100 -4.6534 -2.3545
B 0.2871 -1.8417 -0.8024
H -7.6649 -0.5643 -2.9140
H -10.4653 0.8991 -4.3272
H 8.4285 -4.3459 -2.6383
H 4.9760 4.7193 4.8554
H -4.6436 3.0143 -5.7883
H -5.2288 3.1275 -4.1052
H -6.9372 -1.1941 -4.3868
H -6.1073 -2.3440 -2.2839
H 1.0065 -4.6865 -0.4737
H 4.2178 2.7545 3.7304
H 7.2121 4.7369 1.8000
H 0.0787 -2.9043 -3.8310
H 0.1159 2.6471 9.8071
H 7.7321 5.0877 3.5245
H 6.7142 -5.1417 -2.7002
H 5.6771 -1.6039 -4.0014
H 1.8131 -3.7069 -2.8621
H 7.5665 -2.0714 -2.2055
H 0.6531 0.9435 -0.2397
H 1.9126 4.8547 3.3413
H 2.5746 3.4175 0.8613
H -6.3914 2.8617 -5.4470
H -11.0775 -0.7111 -4.7972
H -12.0039 1.6930 1.2456
H 8.0426 -1.9090 0.1229
H 7.4269 -4.5673 -1.1062
H -0.5340 1.0892 9.2454
H 0.2953 6.5776 7.4505
H -1.6231 -0.0534 -2.9421
H -12.8546 2.6579 -0.8377
H -4.7881 -1.5652 -3.1665
H 3.5989 -2.6945 -3.7378
H 3.2489 -4.0511 -4.9191
H -1.3703 2.2425 7.1465
H 5.8493 -2.6429 -1.8030
H -1.6544 -2.4236 -3.4668
H -11.2899 0.3297 0.3758
H 2.7256 -5.3084 -0.2474
H 4.3308 3.6032 2.0817
H 1.8734 3.1274 3.9381
H 0.7799 1.8833 8.3689
H 6.6462 3.6338 3.1523
H -2.2346 -1.3024 -1.7030
H -1.2489 0.1251 -1.0710
H -0.8637 6.3066 6.1066
H -0.4074 -3.2771 0.4042
H -0.7013 -3.5066 -2.2529
H 2.0305 1.0998 2.5442
H 5.3310 -3.4507 -5.7851
H -13.4259 0.9972 -0.7364
H 7.2430 -2.2753 -4.6760
H 2.3184 1.6917 -0.3804
H 0.8816 3.8692 1.3904
H 3.8230 5.7995 3.9138
H 1.5477 -5.5588 -2.6266
H 3.7941 -5.8690 -3.4218
H 5.9706 -4.7514 -4.6608
H -5.4435 -0.7888 -1.7304
H 0.3153 1.5909 1.9920
H 4.4890 -4.7423 -2.0399
H 8.1091 -3.0502 1.3271
H 5.8797 -3.2859 3.0034
H -2.1054 2.8597 8.6207
H 0.8828 6.4788 5.7673
H -10.6348 1.9445 0.1376
H -12.1927 0.6854 -4.7667
H 4.4485 -4.8423 1.0735
*
```

Output
- Gap between HOMO and LUMO: 6.95 eV

---

Q: Which formula does entry 3 have?
A: C4H6NO2